(1)
The following is a DFT calculation (ωB97M-V with the def2-TZVPD basis set) of a structure of composition C31H31N5O5RuSSi at a distorted geometry.

Each line ends with the Mulliken spin population.
Positions of all 75 atoms, in Å:
1 Ru 0.2913 -0.1430 0.1334  0.297
2 O 4.0953 1.0047 4.5720  0.000
3 C 2.9203 0.6814 5.0659  0.000
4 O 2.7101 0.6005 6.2584  0.000
5 C 1.8424 0.4174 4.0826  0.006
6 C 0.5400 0.1104 4.4121  0.003
7 N -0.1293 -0.0560 3.2631  0.004
8 N 0.6549 0.1324 2.2036  0.004
9 C 1.8563 0.4234 2.6701  -0.009
10 C 2.9138 0.7498 1.6584  -0.011
11 O 4.0512 1.0471 2.0872  0.001
12 O 2.5417 0.7354 0.4617  -0.013
13 H 4.1073 0.9936 3.5483  0.000
14 H 0.0804 -0.0017 5.3790  0.000
15 H -1.1169 -0.1840 3.0766  -0.006
16 C -1.2892 -1.2621 -4.2391  0.001
17 Si 0.2468 -1.3451 -3.1079  -0.008
18 C 0.2010 -3.0857 -2.3856  -0.002
19 C 1.8574 -1.3080 -4.1160  0.000
20 N 0.1783 -0.0461 -1.9461  0.023
21 C 0.2341 1.2546 -2.3889  0.005
22 C 0.3740 1.6377 -3.7385  0.002
23 C 0.4641 2.9615 -4.1367  0.002
24 C 0.4010 3.9859 -3.2098  -0.003
25 C 0.2172 3.6605 -1.8709  -0.005
26 C 0.1338 2.3394 -1.4811  -0.016
27 O -0.0816 1.9705 -0.1500  0.020
28 C -0.2417 2.9558 0.8108  0.002
29 C 0.8729 3.4497 1.4679  -0.001
30 C 0.7006 4.3803 2.4806  0.000
31 C -0.5735 4.8157 2.8197  0.000
32 C -1.6788 4.3220 2.1409  0.001
33 C -1.5183 3.3862 1.1301  -0.001
34 H -1.3980 -2.1874 -4.8119  0.000
35 H -1.2555 -0.4335 -4.9480  0.000
36 H -2.1944 -1.1355 -3.6381  0.000
37 H -0.0056 -3.8012 -3.1892  -0.001
38 H -0.5543 -3.2058 -1.6131  0.002
39 H 1.1584 -3.3420 -1.9336  0.000
40 H 2.0602 -2.2976 -4.5334  0.000
41 H 2.6824 -1.0481 -3.4494  0.000
42 H 1.8562 -0.5906 -4.9372  0.000
43 H 0.4232 0.8724 -4.4986  -0.001
44 H 0.5853 3.1952 -5.1882  0.000
45 H 0.4851 5.0228 -3.5071  0.000
46 H 0.1368 4.4409 -1.1261  0.000
47 H 1.8546 3.0978 1.1778  0.000
48 H 1.5663 4.7585 3.0086  0.000
49 H -0.7042 5.5403 3.6135  0.000
50 H -2.6735 4.6582 2.4045  0.000
51 H -2.3684 2.9772 0.5995  -0.001
52 N 0.5306 -1.9684 0.3491  0.477
53 C 1.0871 -2.9416 1.0443  -0.098
54 C 2.3161 -2.7780 1.7599  0.127
55 C 2.8463 -3.7972 2.5194  -0.067
56 C 2.2284 -5.0452 2.5963  0.131
57 C 1.0564 -5.2483 1.8751  -0.073
58 C 0.5000 -4.2424 1.1118  0.122
59 H 2.8216 -1.8251 1.6841  0.010
60 H 3.7598 -3.6178 3.0756  -0.005
61 H 2.6604 -5.8399 3.1913  0.013
62 H 0.5657 -6.2161 1.9199  -0.004
63 H -0.4087 -4.4201 0.5572  0.019
64 S -2.3676 0.0530 1.0039  0.020
65 C -2.6682 -1.6385 0.9567  0.008
66 N -2.6986 -2.2125 -0.2859  0.010
67 C -2.9449 -3.5377 -0.4560  0.005
68 C -3.2110 -4.3296 0.6145  0.003
69 C -3.1924 -3.7849 1.9056  0.008
70 C -2.9466 -2.4339 2.0618  -0.012
71 H -2.2004 -1.7024 -1.0100  0.007
72 H -2.9308 -3.8910 -1.4763  0.001
73 H -3.3899 -5.3841 0.4614  0.001
74 H -3.3562 -4.4079 2.7731  0.000
75 H -2.9732 -1.9882 3.0441  0.000

Properties
- expectation value of S² = 0.84
- E_HOMO (spin up / spin down) (eV) = -3.5 / -3.4
- energy relative to the best compared isomer or geometry (same formula, charge and spin) (eV) = 1.0771
- LUMO energy (spin up / spin down) (eV) = 1.53 / 1.53
- spin multiplicity = 2
- max |F| (eV/A) = 2.7
- E_tot (Ha) = -2632.578937
- net charge = -1

---

(2)
The following is a DFT calculation (ωB97M-V with the def2-TZVPD basis set) of a structure of composition C31H31N8O9Pt.

Each line ends with the Mulliken spin population.
Positions of all 80 atoms, in Å:
1 Pt -0.0319 0.7390 0.1668  0.691
2 C 0.7015 4.6357 -2.0478  0.000
3 C -0.0501 3.6320 -2.8790  0.097
4 C -0.8849 4.0903 -3.8718  -0.043
5 C -1.6531 3.2127 -4.6369  0.156
6 C -1.6097 1.8446 -4.4095  -0.053
7 C -0.8197 1.3151 -3.4088  0.165
8 C -0.6571 -0.1721 -3.3312  0.003
9 C -0.0389 2.2209 -2.6114  0.124
10 N 0.6536 1.7399 -1.5373  0.494
11 C 2.0174 2.1541 -1.3746  -0.051
12 O 2.6732 2.5816 -2.2800  0.121
13 C 2.5426 1.9672 0.0136  -0.035
14 C 3.7963 2.3194 0.4519  0.010
15 C 4.0955 2.1184 1.8019  -0.009
16 C 3.1519 1.5827 2.6650  0.063
17 C 1.9172 1.2333 2.1505  0.031
18 N 1.6650 1.4447 0.8701  -0.011
19 C 0.7942 0.5638 2.9100  -0.037
20 O 0.8308 0.4806 4.1137  0.019
21 N -0.1755 0.0587 2.0707  -0.021
22 C -1.1127 -0.8500 2.6379  0.280
23 C -0.8870 -2.3265 2.3498  0.008
24 C -1.2870 -2.7487 0.9277  0.049
25 C -1.6288 -3.2250 3.2844  0.332
26 C -2.5636 -2.7692 4.1424  -0.080
27 C -2.8119 -1.3862 4.2674  0.502
28 C -2.0386 -0.4349 3.5550  -0.173
29 C -2.1934 1.0111 3.9388  -0.018
30 H 0.1546 5.5766 -2.0167  0.003
31 H 1.6807 4.8290 -2.4861  0.005
32 H 0.8683 4.3061 -1.0216  -0.002
33 H -0.9550 5.1562 -4.0487  0.005
34 H -2.2844 3.6053 -5.4237  0.000
35 H -2.1685 1.1725 -5.0491  0.002
36 H -1.6173 -0.6734 -3.4738  0.008
37 H -0.1619 -0.5063 -2.4238  -0.002
38 H -0.0110 -0.4941 -4.1513  0.011
39 H 4.5094 2.7312 -0.2485  0.000
40 H 5.0776 2.3774 2.1742  0.000
41 H 3.3500 1.4066 3.7131  0.001
42 H -0.7753 -2.1610 0.1673  0.024
43 H -2.3710 -2.6495 0.8258  -0.008
44 H -1.0383 -3.7960 0.7657  -0.006
45 H -1.4053 -4.2811 3.1946  0.008
46 H -3.1135 -3.4674 4.7599  0.002
47 H -3.5395 -1.0348 4.9873  0.002
48 H -3.2479 1.2761 4.0378  -0.009
49 H -1.7158 1.6689 3.2164  -0.003
50 H -1.7096 1.1923 4.8991  -0.001
51 N -1.3949 2.6777 0.5917  0.207
52 C -2.7760 2.1744 0.5243  -0.010
53 C -2.8771 1.2155 -0.6381  0.013
54 N -1.9538 0.0823 -0.3854  0.007
55 H -1.1835 3.0807 1.4972  -0.009
56 H -1.2386 3.3964 -0.1082  -0.017
57 H -3.5133 2.9719 0.4184  0.003
58 H -2.9887 1.6459 1.4544  0.004
59 H -2.5755 1.7051 -1.5653  0.006
60 H -3.8990 0.8553 -0.7618  -0.001
61 H -1.9393 -0.5649 -1.1683  -0.004
62 H -2.2965 -0.4454 0.4173  -0.005
63 O 2.4115 -6.7697 -1.8777  0.002
64 N 2.1229 -6.2641 -0.8145  0.000
65 O 1.9007 -6.8742 0.2116  0.000
66 C 2.0282 -4.8014 -0.7604  0.009
67 C 1.8028 -4.1811 0.4604  0.051
68 C 1.6714 -2.8170 0.4911  0.013
69 C 1.7382 -2.0009 -0.6658  -0.001
70 O 1.5229 -0.7332 -0.6215  0.141
71 C 2.0735 -2.6976 -1.8531  -0.002
72 C 2.1778 -4.0740 -1.9179  0.013
73 N 2.2788 -1.9649 -3.1033  0.000
74 O 1.9591 -2.5213 -4.1393  -0.001
75 O 2.7306 -0.8384 -3.0496  0.002
76 N 1.4208 -2.1292 1.7181  0.397
77 O 2.2724 -1.3625 2.2092  0.483
78 O 0.5110 -2.6974 2.6045  0.044
79 H 1.7059 -4.7707 1.3618  0.000
80 H 2.3861 -4.5651 -2.8570  0.001

Properties
- expectation value of S² = 6.07
- E_HOMO (spin up / spin down) (eV) = -10.0 / -11.0
- energy relative to the best compared isomer or geometry (same formula, charge and spin) (eV) = 0.0000
- LUMO energy (spin up / spin down) (eV) = -3.50 / -6.35
- spin multiplicity = 5
- max |F| (eV/A) = 0.4
- E_tot (Ha) = -2433.858219
- net charge = +1

---

Which formula does entry 2 have? C31H31N8O9Pt